# 1
13
Properties=species:S:1:pos:R:3:forces:R:3 method="wB97M-V/def2-TZVPD" total_energy_ev=-9021.507 gap_ev="9.2 / 7.4" homo_energy_ev="-8.40 / -7.33" lumo_ha="0.0278 / 0.0029"
C -0.667707 -0.894622 0.140983 1.891 1.688 -3.236
C 0.831304 -0.534618 -0.391781 -2.243 1.258 -0.065
C -1.160269 0.206635 1.043775 -0.545 2.476 -2.624
C 0.983390 0.647969 -1.349087 2.049 0.412 -0.904
O -0.657460 0.330046 2.293659 -0.466 3.508 -1.354
F -0.263199 0.998984 -1.845167 0.034 0.300 0.137
H -1.213629 -1.169089 -0.797503 -0.279 1.010 1.046
H -0.489575 -1.822959 0.536502 0.003 -2.210 1.956
H 1.552913 -0.559838 0.396707 0.665 -0.125 0.254
H -1.454201 1.259877 0.570490 0.736 -2.588 1.071
H 1.655798 0.509448 -2.363970 -1.347 -0.182 2.655
H 1.487295 1.551582 -0.792708 -1.146 -1.372 -1.023
H -0.604660 -0.523415 2.558100 0.648 -4.176 2.087

---

# 2
13
Properties=species:S:1:pos:R:3:forces:R:3 method="wB97M-V/def2-TZVPD" total_energy_ev=-17811.026 gap_ev=9.8 homo_energy_ev=-9.13 lumo_ha=0.0236
C 0.787949 0.012000 0.641142 2.746 0.194 0.044
C -0.172604 1.016383 0.137624 -0.673 3.689 -1.373
C -0.908792 -0.143214 -0.608565 -2.180 1.240 -1.725
C -0.226415 -1.007180 0.346140 1.153 -6.267 1.856
H 1.264262 0.247907 -1.539706 2.806 -1.272 1.683
H 1.152440 0.298609 1.606515 0.171 -0.843 0.863
H 0.399935 1.724849 -0.556730 -1.352 -0.432 0.937
H -0.766007 1.632751 0.929038 0.899 -1.408 -1.447
H -0.694191 -0.081873 -1.754177 -0.533 -0.748 2.168
H -0.716743 -0.906013 1.260919 -2.190 -0.139 1.299
H -0.014106 -2.271043 0.410608 -0.334 3.672 -1.099
F -2.329499 -0.268869 -0.431836 1.334 0.563 -0.602
S 2.223767 -0.254312 -0.440967 -1.847 1.750 -2.605

---

# 3
13
Properties=species:S:1:pos:R:3:forces:R:3 method="wB97M-V/def2-TZVPD" total_energy_ev=-17810.512 gap_ev=9.6 homo_energy_ev=-8.78 lumo_ha=0.0307
C -2.008379 -1.063298 0.084705 -0.948 -2.653 1.400
S -1.457561 0.620095 -0.133080 1.140 0.267 1.459
C 0.234327 0.250359 0.473966 -0.216 -2.266 2.491
C 1.396728 1.144404 0.116305 -1.823 4.704 -0.046
C 1.232233 -0.167049 -0.513835 0.628 -0.725 -1.496
F 2.214844 -1.019456 0.005747 -0.671 -0.263 -0.754
H -1.390938 -1.572462 1.037706 -1.969 1.394 -2.473
H -3.297927 -1.204835 0.312462 4.236 0.478 -1.084
H -1.569792 -1.538430 -0.865400 -1.476 -0.174 1.533
H 0.458768 -0.557961 1.424822 -1.335 2.827 -2.116
H 1.172659 2.319500 -0.217009 0.416 -3.601 0.042
H 2.054314 1.258813 0.948234 0.861 -0.524 0.094
H 0.830847 -0.437534 -1.530097 1.157 0.535 0.949

---

# 4
14
Properties=species:S:1:pos:R:3:forces:R:3 method="wB97M-V/def2-TZVPD" total_energy_ev=-28648.999 gap_ev=8.6 homo_energy_ev=-8.91 lumo_ha=-0.0128
C -0.048415 -1.558066 -0.336957 0.822 1.210 -0.786
C 0.061639 -0.005640 -0.169065 -0.477 -0.073 0.568
C 1.286863 0.446877 0.614187 -0.242 -2.529 0.731
F 0.229723 0.565590 -1.420414 0.454 -0.530 -1.194
C -1.213225 0.645296 0.405944 0.247 -0.292 0.215
S -1.847059 0.005400 1.761073 -0.164 0.581 -0.323
S -1.783891 2.122727 -0.393318 -0.822 -0.462 1.805
H -0.261876 -2.111883 0.575252 0.337 0.279 0.022
H -0.839433 -1.749354 -1.039956 -0.541 -0.089 -0.253
H 0.884487 -1.865611 -0.862625 -0.501 -0.032 0.709
H 2.142893 -0.098346 0.182476 -0.185 0.211 0.445
H 1.461704 1.466156 0.533695 0.108 2.000 -0.354
H 1.138087 0.220538 1.685060 0.301 -0.161 -0.508
H -1.211499 1.916317 -1.535351 0.661 -0.111 -1.077

---

# 5
14
Properties=species:S:1:pos:R:3:forces:R:3 method="wB97M-V/def2-TZVPD" total_energy_ev=-28644.644 s2=2.007 spin_multiplicity=3 gap_ev="7.8 / 7.0" homo_energy_ev="-6.99 / -9.42" lumo_ha="0.0297 / -0.0880"
C 0.993844 -1.805674 0.961346 -0.131 -0.614 0.320
C 1.040445 -0.484689 1.073057 0.352 -1.210 0.024
C -0.122101 0.363424 0.931174 -1.117 1.075 -3.224
C -1.333450 -0.506471 -1.238362 0.709 0.157 1.392
F -2.222076 -1.283087 -1.799817 -1.042 -1.123 -1.854
S -2.062297 1.979647 -2.395238 -0.155 0.456 -0.156
S -1.665580 -0.475173 0.433713 0.247 0.791 0.822
H 1.883821 -2.424189 1.140395 -0.488 0.241 -0.303
H -0.004047 -2.297892 0.771532 1.439 0.446 0.247
H 1.910816 0.127122 1.226171 0.737 -0.378 0.248
H 0.124644 1.112465 0.068200 -0.700 -0.802 1.751
H -0.399480 0.850018 1.816147 -0.038 1.145 1.227
H -0.313557 -0.522867 -1.573139 0.263 -0.244 -0.461
H -3.321713 2.018206 -2.851588 -0.077 0.060 -0.031

---

# 6
15
Properties=species:S:1:pos:R:3:forces:R:3 method="wB97M-V/def2-TZVPD" total_energy_ev=-29370.882 s2=20.036 spin_multiplicity=9 gap_ev="7.5 / 8.5" homo_energy_ev="-15.95 / -17.75" lumo_ha="-0.3110 / -0.3406" total_charge=+2
H -0.807234 2.453561 0.470725 -0.139 0.920 0.746
C -0.175028 -0.541886 -0.981699 0.668 1.040 -3.514
C -0.114748 0.937028 -0.723988 0.620 1.102 -4.694
C 1.133727 0.629998 0.003376 -0.212 -0.847 0.770
C 1.129624 -0.104567 1.304043 -0.165 0.949 -0.137
O -0.178383 -0.395593 1.585730 -2.426 -1.723 1.043
O -1.198036 -1.261338 -0.697495 -1.056 -0.866 0.845
Li -2.651961 -2.397047 -1.086767 0.169 -0.049 -1.452
Gd -1.898659 -1.615777 1.469257 1.883 1.572 1.718
H 0.448934 -0.924805 -1.802882 0.194 -0.118 0.658
H 0.143354 1.641307 -1.762506 -0.417 -2.423 2.712
H -1.142986 1.279385 -0.588018 0.481 -0.022 1.444
H 2.092213 0.730239 -0.508952 -0.314 0.224 -0.091
H 1.492367 0.607634 2.078072 0.461 -0.489 -0.223
H 1.726818 -1.038139 1.241103 0.253 0.730 0.177

---

# 7
15
Properties=species:S:1:pos:R:3:forces:R:3 method="wB97M-V/def2-TZVPD" total_energy_ev=-23994.618 gap_ev="6.3 / 6.4" homo_energy_ev="-7.94 / -7.97" lumo_ha="-0.0614 / -0.0582"
C -0.793752 -0.810016 -1.148856 -1.930 2.674 2.914
C -0.315608 0.465053 1.711085 2.206 -1.102 -1.380
C -1.259449 0.981740 0.597032 -1.445 0.967 1.670
C -0.739507 0.487531 -0.659815 1.033 -0.997 -3.012
N 2.953085 -0.948010 -0.810358 1.004 -0.537 1.968
O -0.224903 -1.204531 -2.226564 0.890 -1.094 -1.010
I 0.490300 1.763412 -1.829376 -0.390 0.183 0.419
I 2.000368 -1.385127 -2.354221 -0.449 -0.777 -0.069
H -1.518773 -1.421162 -0.509788 1.156 -0.078 -1.073
H 0.746697 0.131798 1.225168 -2.631 0.762 1.192
H -0.102237 1.271482 2.332067 0.602 1.436 1.301
H -0.642778 -0.330293 2.381701 -0.371 -0.194 -0.510
H -2.300807 0.633011 0.664896 0.234 -0.614 0.355
H -1.501761 2.110401 0.742165 1.198 -1.717 -0.834
H 3.209124 -1.745291 -0.115137 -1.106 1.088 -1.931

---

# 8
13
Properties=species:S:1:pos:R:3:forces:R:3 method="wB97M-V/def2-TZVPD" total_energy_ev=-13840.635 gap_ev="8.1 / 7.3" homo_energy_ev="-12.98 / -12.60" lumo_ha="-0.1812 / -0.1950" total_charge=+1
C -1.166448 -1.543310 0.507563 1.724 -3.243 -1.851
C -0.317738 -0.806101 -0.288509 1.283 -0.049 -0.010
C -0.260600 0.578725 0.029223 -1.553 0.201 1.506
C 1.617064 1.467613 0.761501 -0.650 -0.240 -0.445
N 0.710685 1.548157 -0.404548 -0.851 1.315 -0.976
I 1.268228 2.900877 2.173557 0.247 -0.261 0.056
H -1.098327 -2.695598 0.285950 -0.636 2.402 0.755
H -1.709054 -1.199621 1.368899 -0.269 0.283 -0.088
H 0.450759 -1.330062 -1.041259 -2.098 1.367 1.612
H -0.941162 1.014464 0.857027 1.225 -0.822 -1.692
H 1.817031 0.406514 0.903821 0.589 0.438 0.494
H 1.110661 1.419590 -1.332478 0.537 -0.733 -0.029
H 0.254669 2.483188 -0.536964 0.452 -0.659 0.668

---

# 9
13
Properties=species:S:1:pos:R:3:forces:R:3 method="wB97M-V/def2-TZVPD" total_energy_ev=-13838.959 gap_ev="6.8 / 7.4" homo_energy_ev="-12.36 / -12.84" lumo_ha="-0.2037 / -0.1990" total_charge=+1
C 1.048743 1.037441 -0.066937 -1.887 -0.696 0.595
C -1.558434 -0.336017 0.799476 0.639 1.669 -0.049
C 0.027667 0.324712 -0.265949 0.417 -0.541 -0.396
C 1.958997 2.028738 0.466140 0.680 -1.038 0.544
N -1.358605 -1.858622 0.815285 -0.980 1.294 -1.192
I -3.294229 0.285892 -0.213606 0.486 -0.490 0.201
H -0.288766 -0.258571 -1.143971 0.241 0.526 0.338
H 2.984804 1.599130 0.641504 -1.022 0.497 -0.182
H 1.532530 2.373859 1.431514 0.255 -0.061 -0.431
H 1.996961 2.843100 -0.233027 0.196 0.586 -0.182
H -0.559655 -1.908673 0.156211 0.076 -0.896 1.086
H -2.182837 -2.301569 0.324965 0.926 -0.147 1.258
H -1.193298 -2.021564 1.844764 -0.028 -0.705 -1.589

---

# 10
14
Properties=species:S:1:pos:R:3:forces:R:3 method="wB97M-V/def2-TZVPD" total_energy_ev=-15889.690 gap_ev=9.1 homo_energy_ev=-13.99 lumo_ha=-0.1785 total_charge=+1
C -0.035074 -1.259040 0.193232 -1.658 -1.419 -0.246
C -1.537482 0.116376 0.927319 -0.985 2.359 0.151
C 1.696324 0.311113 -0.723753 3.122 -0.438 0.829
C -0.394897 0.889997 0.415830 -1.349 6.099 -0.236
N 0.506746 0.085591 0.027940 0.648 -0.868 0.428
O -1.042239 -1.073027 1.194850 0.827 -2.011 -0.687
I -2.631467 0.351148 -1.028113 -0.449 -0.087 0.120
H -0.540306 -1.485952 -0.786410 0.298 0.076 0.628
H 0.540220 -2.134670 0.475140 0.837 0.601 0.147
H -2.200317 0.532380 1.694763 0.321 -0.177 -0.329
H 2.677440 0.135718 -0.041485 -2.360 -0.337 -1.776
H 1.780025 1.339551 -0.914850 -0.160 1.514 -0.383
H 1.678724 -0.189280 -1.716953 0.132 -0.130 0.972
H -0.497696 2.380094 0.282492 0.775 -5.183 0.383